(1)
The following is a quantum chemistry calculation of a cluster of 2 separate species, C11H18 in total, from the OMol25 dataset.

```
29
Properties=species:S:1:pos:R:3:mulliken_charge:R:1
C 2.8157 0.5156 1.8038 -1.41
C 2.3721 -0.0217 0.4799 0.85
C 1.4784 -1.0786 0.5082 -0.40
C 1.3301 -1.6975 -0.7157 -0.44
C 1.9546 -1.3173 -1.8879 -0.35
C 2.7053 -0.1983 -2.0007 -0.65
C 2.8683 0.4349 -0.7005 -0.22
H 2.0409 0.2476 2.5057 0.36
H 2.9458 1.6022 1.7735 0.35
H 3.7863 0.0682 2.1098 0.29
H 0.9937 -1.3518 1.4248 0.38
H 0.5549 -2.5330 -0.7601 0.27
H 1.9153 -1.9397 -2.7972 0.32
H 3.2074 0.1962 -2.8963 0.42
H 3.4594 1.4041 -0.7410 0.23
C -1.4917 1.5339 0.2251 -1.24
C -2.2164 0.1929 0.0880 1.37
C -2.6947 -0.4068 1.3630 -1.47
C -3.3549 0.2591 -0.9831 -1.24
H -1.0920 1.5679 1.1703 0.39
H -2.2815 2.3873 0.0512 0.34
H -0.7543 1.6211 -0.6771 0.19
H -1.4359 -0.5018 -0.4464 -0.28
H -3.3052 0.2351 1.9531 0.36
H -3.2577 -1.3382 1.0189 0.35
H -1.8113 -0.6922 1.9636 0.32
H -2.7199 0.1251 -1.9477 0.32
H -4.0816 -0.5700 -0.8396 0.32
H -3.9312 1.2559 -1.0456 0.26
```

Calculated values
* lowest unoccupied orbital energy: 0.03307 hartree
* HOMO-LUMO gap: 9.97 eV
* HOMO energy: -9.068 eV
* SMILES: Cc1ccccc1.CC(C)C
* charge: 0
* electronic energy: -429.8750 Ha

(2)
The following is a quantum chemistry calculation of a cluster of 2 separate species, C11H18 in total, from the OMol25 dataset.

```
29
Properties=species:S:1:pos:R:3:mulliken_charge:R:1
C 0.2226 -1.7577 3.2981 -1.38
C -0.8275 -1.4427 2.2554 0.75
C -1.3798 -2.4163 1.4350 -0.42
C -2.3388 -2.0813 0.4878 -0.51
C -2.8249 -0.7710 0.4498 -0.45
C -2.2802 0.1993 1.2668 -0.50
C -1.1995 -0.1121 2.0929 -0.37
H 0.4813 -2.8095 3.4226 0.37
H -0.2210 -1.5807 4.2901 0.32
H 1.0611 -1.0815 3.1586 0.31
H -1.0364 -3.4425 1.4309 0.31
H -2.6278 -2.7250 -0.3332 0.37
H -3.7003 -0.5665 -0.1567 0.39
H -2.6796 1.2014 1.3398 0.37
H -0.7639 0.6594 2.7067 0.44
C 1.4886 0.2765 -0.9468 -1.27
C 1.8568 1.2444 -2.1227 0.78
C 0.7851 1.1014 -3.2191 -1.50
C 1.8302 2.6843 -1.6029 -1.57
H 2.3462 -0.2994 -0.6014 0.35
H 0.6622 -0.3696 -1.2208 0.31
H 1.2040 0.9006 -0.1037 0.30
H 2.8521 0.9775 -2.4727 0.32
H -0.1597 1.0071 -2.6880 0.38
H 0.8743 1.8813 -3.9746 0.38
H 0.9073 0.1680 -3.7726 0.36
H 0.8128 3.0160 -1.5070 0.35
H 2.3216 2.7593 -0.6316 0.42
H 2.3333 3.3794 -2.2807 0.39
```

Calculated values
* lowest unoccupied orbital energy: 0.03604 hartree
* HOMO-LUMO gap: 9.97 eV
* HOMO energy: -8.993 eV
* SMILES: Cc1ccccc1.CC(C)C
* charge: 0
* electronic energy: -429.9161 Ha